Entry 1:
Computed, not measured: one molecule with the formula C8H12S at a distorted geometry, with ωB97M-V with the def2-TZVPD basis set.

Summary:
Multiplicity   1
Charge   0
Relative energy (zero: lowest compared OMol25 entry of this formula, charge and spin)   164.01 kJ/mol
HOMO energy   -7.97 eV
DFT total energy   -19323.949 eV
SMILES string   C=C1SCC=C1C(C)C

Element x y z (Å)
C (-1.5695, 0.3886, -2.1692)
C (-1.5257, 0.2567, -0.8788)
S (-3.0025, 0.2559, 0.1023)
C (-2.2314, 0.1304, 1.7288)
C (-0.7540, 0.1968, 1.4271)
C (-0.3738, 0.1759, 0.1125)
C (1.0872, 0.1476, -0.3842)
C (2.1349, 0.5786, 0.7160)
C (1.3413, -1.2287, -0.8525)
H (-2.4350, 0.2365, -2.6885)
H (-0.7052, 0.6734, -2.6597)
H (-2.6259, -0.8497, 2.1765)
H (-2.5883, 0.9990, 2.3882)
H (-0.0403, 0.1552, 2.2484)
H (1.2679, 0.6870, -1.2893)
H (2.1285, -0.1930, 1.5032)
H (2.1249, 1.6553, 1.1437)
H (3.2302, 0.5981, 0.3988)
H (1.2181, -1.9667, -0.1660)
H (2.4680, -1.2796, -1.0870)
H (0.8503, -1.6173, -1.7703)

Cartesian forces (eV/Å) of the 3 atoms listed first:
C 1.1 -0.1 0.4
C 0.3 -0.3 3.9
S -0.8 -0.1 -0.4



Entry 2:
Computed, not measured: a 2-piece molecular cluster, C8H13BNO6S overall at a distorted geometry, with ωB97M-V with the def2-TZVPD basis set.

Summary:
Multiplicity   1
Charge   +1
Relative energy (zero: lowest compared OMol25 entry of this formula, charge and spin)   16.10 kJ/mol
HOMO energy   -13.85 eV
DFT total energy   -33789.085 eV

Element x y z (Å)
O (4.4333, 0.4956, 0.1364)
B (4.5844, 0.0214, -1.1300)
O (5.8337, -0.4881, -1.4537)
C (3.4621, 0.0573, -2.2832)
C (2.0509, -0.2362, -1.8194)
C (1.6552, -1.5562, -1.5277)
C (0.3479, -1.8109, -1.1427)
C (-0.5528, -0.7845, -1.0536)
N (-0.1590, 0.4591, -1.3144)
C (1.0960, 0.7340, -1.6912)
H (3.5250, 0.7431, 0.3451)
H (5.7667, -1.4452, -1.5638)
H (3.4807, 1.0296, -2.7941)
H (3.7248, -0.7245, -3.0098)
H (2.3698, -2.3739, -1.6110)
H (0.0475, -2.8281, -0.9080)
H (-1.5846, -1.0046, -0.7569)
H (-0.8604, 1.1926, -1.2537)
H (1.3377, 1.7717, -1.9129)
C (-3.0281, 1.2899, 3.0727)
C (-4.0217, 0.2070, 3.4321)
O (-4.8512, 0.0791, 2.2673)
S (-3.9903, 0.3781, 0.9580)
O (-3.5458, -0.8575, 0.3993)
O (-4.6572, 1.3581, 0.1882)
O (-2.7262, 1.0602, 1.6854)
H (-3.4692, 2.2837, 3.1656)
H (-2.1234, 1.2388, 3.6729)
H (-4.6208, 0.4613, 4.3017)
H (-3.5249, -0.7508, 3.6014)

Cartesian forces (eV/Å) of the 3 atoms listed first:
O -0.6 -0.1 -0.3
B 0.9 0.0 -0.1
O -0.8 -0.1 0.4



Entry 3:
Computed, not measured: an isolated ion of composition C8H13BPS and charge -1 at a distorted geometry, with ωB97M-V with the def2-TZVPD basis set.

Summary:
Multiplicity   1
Charge   -1
HOMO energy   -3.82 eV
DFT total energy   -29309.376 eV

Element x y z (Å)
C (-1.6839, -3.2826, -0.4226)
C (-0.7962, -2.1026, -0.1048)
C (-0.9486, -1.4096, 1.0932)
C (-0.1168, -0.3387, 1.3960)
C (0.8656, 0.0793, 0.4991)
C (1.7339, 1.2787, 0.7589)
B (1.3568, 2.5590, -0.2425)
P (-0.5550, 2.8879, -0.3605)
S (-1.6041, 2.1387, -1.8850)
C (1.0093, -0.6242, -0.7039)
C (0.1939, -1.7066, -0.9984)
H (-1.3359, -4.1483, 0.1366)
H (-2.7181, -3.0817, -0.1650)
H (-1.6398, -3.5191, -1.4795)
H (-1.7229, -1.7186, 1.7810)
H (-0.2152, 0.2115, 2.3205)
H (2.7675, 0.9958, 0.5798)
H (1.6277, 1.5793, 1.8012)
H (1.8493, 3.5807, 0.2190)
H (1.8114, 2.3419, -1.3433)
H (-0.7652, 4.2842, -0.3522)
H (-1.1693, 2.4775, 0.8464)
H (1.7362, -0.2855, -1.4227)
H (0.3195, -2.1970, -1.9514)

Cartesian forces (eV/Å) of the 3 atoms listed first:
C 0.4 0.3 0.1
C -0.2 -0.2 -0.1
C 0.3 0.0 -0.3



Entry 4:
Computed, not measured: a 2-piece molecular cluster, C8H13Cl2NO5PS overall at a distorted geometry, with ωB97M-V with the def2-TZVPD basis set.

Summary:
Multiplicity   1
Charge   -1
HOMO energy   -5.10 eV
DFT total energy   -65397.813 eV

Element x y z (Å)
C (2.2605, 3.1726, 1.2742)
O (2.2053, 1.7044, 1.1999)
C (1.5285, 1.2288, -0.0175)
C (0.4018, 0.0367, 0.2674)
C (-0.0335, -0.5276, -1.2373)
O (0.6690, -0.2398, -2.3682)
O (-1.2034, -1.4382, -1.4615)
C (0.9529, -1.3801, 0.9639)
S (1.8579, -1.2841, 2.6011)
O (-0.3076, -2.0862, 1.3700)
C (-1.2702, -1.1252, 1.9929)
O (-2.2611, -1.3333, 2.8637)
C (-0.7724, 0.3376, 1.3709)
P (-2.0753, 1.6974, 1.0543)
N (-2.9852, 1.4858, -0.2671)
H (1.1429, 3.5423, 1.4175)
H (2.8938, 3.4308, 2.2528)
H (2.7774, 3.5967, 0.3092)
H (2.3954, 0.8630, -0.7522)
H (0.9750, 2.1764, -0.4871)
H (1.6946, -1.9539, 0.2590)
H (1.7661, 0.0024, 3.1773)
H (-0.1467, 0.8157, 2.2679)
H (-1.4203, 2.9822, 0.9904)
H (-2.9850, 1.6877, 2.2029)
H (-2.6348, 0.6145, -0.7219)
C (-1.0246, -3.4900, -4.0270)
Cl (-0.4262, -5.1534, -4.0219)
Cl (-2.4382, -3.3258, -5.0758)
H (-1.3028, -3.2088, -3.0084)
H (-0.2340, -2.8285, -4.3895)

Cartesian forces (eV/Å) of the 3 atoms listed first:
C -0.2 -0.4 0.6
O -0.7 1.0 -0.6
C -0.1 0.4 -0.4



Entry 5:
Computed, not measured: a 2-piece molecular cluster, C8H13ClNO overall at a distorted geometry, with ωB97M-V with the def2-TZVPD basis set.

Summary:
Multiplicity   1
Charge   +1
Relative energy (zero: lowest compared OMol25 entry of this formula, charge and spin)   547.63 kJ/mol
HOMO energy (alpha / beta)   -12.87 / -10.52 eV
DFT total energy   -24555.071 eV

Element x y z (Å)
C (4.5426, -1.2763, -0.0282)
C (4.1032, -0.5671, 1.0701)
C (3.7908, -0.8275, -1.1216)
C (3.0720, 0.3142, 0.6111)
C (-2.3078, 0.5107, -0.3129)
C (-0.7182, -0.9932, 0.6934)
C (-0.3872, -0.3825, -1.5130)
C (2.4270, 1.2587, 1.2526)
N (-0.8848, 0.1082, -0.2736)
O (2.8668, 0.0870, -0.7027)
Cl (1.2641, 2.2639, 0.4599)
H (5.3228, -1.9467, -0.0520)
H (4.6654, -0.4205, 1.9236)
H (3.4700, -1.3891, -1.9637)
H (-2.1969, 1.5349, -0.6995)
H (-2.8698, 0.0334, -1.0236)
H (-2.7862, 0.2936, 0.6419)
H (0.2402, -1.5063, 0.4854)
H (-0.9423, -0.7158, 1.8318)
H (-1.3572, -1.7582, 0.3500)
H (-0.9795, -1.1812, -1.8844)
H (0.2938, 0.2622, -2.1833)
H (2.6316, 1.4533, 2.3022)
H (-0.4498, 1.0421, 0.0500)

Cartesian forces (eV/Å) of the 3 atoms listed first:
C -1.8 1.8 -0.9
C -0.4 0.7 -1.6
C -0.3 -1.2 1.5



Entry 6:
Computed, not measured: one molecule with the formula C8H13ClNP at a distorted geometry, with ωB97M-V with the def2-TZVPD basis set.

Summary:
Multiplicity   1
Charge   0
Relative energy (zero: lowest compared OMol25 entry of this formula, charge and spin)   0.00 kJ/mol
HOMO energy (alpha / beta)   -6.76 / -6.74 eV
DFT total energy   -31803.910 eV

Element x y z (Å)
C (-1.1550, -2.3736, 0.6880)
C (-0.6499, -1.2074, 1.0466)
C (1.2642, 0.3339, 1.2816)
C (0.3235, -0.2787, 0.2963)
C (-0.7632, 0.3487, -1.9888)
C (-1.5048, 1.6112, 0.1476)
C (2.2990, 1.0958, 1.0322)
C (-0.2990, 0.8620, -0.5470)
N (1.1698, -1.0384, -0.6128)
P (2.6347, -1.6715, -0.3448)
Cl (2.9568, 1.3729, -0.5460)
H (-1.9304, -2.8958, 1.1724)
H (-0.6432, -2.9664, -0.0752)
H (-0.9615, -0.9938, 2.1174)
H (1.0433, 0.1887, 2.3107)
H (-1.4571, -0.4130, -1.6846)
H (-1.1539, 1.1848, -2.5402)
H (0.1908, -0.0636, -2.4598)
H (-2.1890, 0.8384, 0.4824)
H (-1.2172, 2.1938, 1.0317)
H (-2.0721, 2.2734, -0.4887)
H (2.8640, 1.4569, 1.7749)
H (0.4822, 1.5433, -0.6880)
H (0.7679, -1.4014, -1.4055)

Cartesian forces (eV/Å) of the 3 atoms listed first:
C 1.9 -0.5 -1.6
C -0.8 0.5 1.7
C -0.8 0.5 0.2